1.
Here is a structure of composition C3H6O3Tm in a non-equilibrium geometry from the Open Molecules 2025 dataset. Energies are from ωB97M-V with the def2-TZVPD basis set.

XYZ file:
```
13
Properties=species:S:1:pos:R:3:forces:R:3
C 1.50621 -0.19112 -1.03681 -0.27 -0.92 -0.73
O -0.52092 0.03856 -0.05536 -0.57 -0.99 -0.59
O 0.28080 -2.45105 1.25862 -2.60 0.79 -5.40
H 0.93003 1.51813 0.06778 0.21 -0.34 0.63
C -1.55166 0.88514 0.43166 0.19 0.62 0.22
H -2.47709 0.32734 0.25631 0.01 0.49 0.08
C 0.83145 0.42324 0.10698 -0.08 -1.80 2.59
H -1.42692 1.10636 1.49918 -0.05 -0.22 -0.20
H -1.48427 1.81761 -0.14467 -0.51 -0.16 0.20
H 1.16502 -0.31422 1.24190 -0.42 1.93 -3.05
O 1.00365 -1.20324 -1.57763 1.30 1.30 0.32
H 2.39099 0.31160 -1.45440 0.03 -0.54 0.06
Tm -0.64730 -2.26834 -0.59355 2.77 -0.16 5.89
```
Positions in Å, forces in eV/Å.

For the energy, the calculation gives -1428.46092 Eh. For the energy above the lowest of the compared OMol25 structures with the same formula, charge and spin, the calculation gives 2.760 eV. The spin multiplicity is 3. Its largest force on an atom is 0.1266 Eh/bohr. Its LUMO energy (alpha / beta) is -5.270 / -5.226 eV. For the HOMO-LUMO gap (alpha / beta), the calculation gives 0.259 / 0.261 hartree. As for the total charge: +1. As for the expectation value of S²: 2.00.

2.
Here is a structure of composition C3H6O4Sr in a non-equilibrium geometry from the Open Molecules 2025 dataset. Energies are from ωB97M-V with the def2-TZVPD basis set.

XYZ file:
```
14
Properties=species:S:1:pos:R:3:forces:R:3
H -0.13569 -0.12584 1.39223 0.23 0.08 -0.47
H 2.19433 -1.47521 0.23750 -0.39 -0.28 -0.06
H 0.36069 -1.96607 -0.95641 0.20 0.21 0.08
C -1.88156 1.21514 0.03440 -2.38 1.89 -1.47
C 0.44224 -0.94189 -0.57376 -0.83 -0.04 -0.63
Sr 3.24554 1.26767 -0.14937 -1.31 0.19 0.01
H 0.26625 -0.26681 -1.41938 -0.14 -0.07 0.38
H -0.81816 -1.67516 1.01152 -0.30 0.18 -0.27
C -0.54710 -0.71427 0.56036 -0.56 0.43 0.57
O -2.98081 1.71581 -0.21079 1.42 -1.15 0.68
O -1.75427 -0.09829 0.09439 0.47 -2.14 0.41
O -0.86865 1.99799 0.11390 2.69 0.74 0.38
O 1.78821 -0.68945 -0.14974 1.67 -0.04 0.31
H 0.68897 1.75637 0.01517 -0.77 0.00 0.06
```
Positions in Å, forces in eV/Å.

For the energy, the calculation gives -449.20623 Eh. For the energy above the lowest of the compared OMol25 structures with the same formula, charge and spin, the calculation gives 3.157 eV. The spin multiplicity is 2. Its largest force on an atom is 0.0656 Eh/bohr. Its LUMO energy (alpha / beta) is -5.457 / -6.153 eV. For the HOMO-LUMO gap (alpha / beta), the calculation gives 0.202 / 0.205 hartree. As for the total charge: +1. As for the expectation value of S²: 0.76.

3.
Here is a structure of composition C3H6O5S in a non-equilibrium geometry from the Open Molecules 2025 dataset. Energies are from ωB97M-V with the def2-TZVPD basis set.

XYZ file:
```
15
Properties=species:S:1:pos:R:3:forces:R:3
O 0.09124 -1.50424 0.83520 -1.85 -1.62 0.50
O 1.59914 1.18546 0.49702 -1.65 -1.67 -0.60
O -0.78049 1.81578 -0.06423 0.14 -0.56 -1.58
C -0.17868 0.80389 0.53162 2.36 0.53 0.22
H -0.82345 2.60306 0.45962 0.01 0.59 0.75
O 0.84980 -0.56663 -1.05579 3.61 0.17 -1.63
C -0.13808 -0.59421 -0.16031 1.03 2.11 2.04
H -2.11688 -0.12694 -0.22582 -0.73 -0.65 -0.03
O 3.03192 -0.86632 0.41249 -0.16 -0.28 0.20
H -1.72545 -1.56255 -1.15381 -1.27 -4.01 -1.25
S 2.39162 0.10701 -0.43070 -2.39 1.04 0.21
C -1.41425 -0.67657 -0.84634 -0.13 4.88 0.01
H 0.89773 -1.39408 1.31980 1.00 0.39 0.06
H -1.23906 0.03987 -1.68456 -0.52 -0.87 0.22
H -0.44511 0.73646 1.56582 0.56 -0.05 0.87
```
Positions in Å, forces in eV/Å.

For the energy, the calculation gives -892.22838 Eh. For the energy above the lowest of the compared OMol25 structures with the same formula, charge and spin, the calculation gives 0.947 eV. Its largest force on an atom is 0.0950 Eh/bohr. Its LUMO energy is 0.308 eV. For the HOMO-LUMO gap, the calculation gives 0.390 hartree. As for the total charge: 0.